[1]
Density functional theory data (wB97M-V/def2-TZVPD) for C22H14CrN5O3S as an isolated structure.

Structure (XYZ):
```
46
Properties=species:S:1:pos:R:3:forces:R:3
Cr 1.866 -0.315 0.480 0.03 -0.07 0.03
O 2.011 -0.065 -3.989 0.01 0.00 0.06
C 1.253 -1.153 -4.202 0.00 -0.03 0.01
C 1.009 -1.497 -5.533 -0.01 0.00 0.01
C 0.239 -2.597 -5.840 0.00 0.00 -0.01
C -0.310 -3.388 -4.829 0.00 0.00 0.00
C -0.073 -3.056 -3.515 -0.01 0.00 -0.01
C 0.707 -1.943 -3.173 -0.01 0.03 0.00
C 0.931 -1.627 -1.759 0.05 0.01 -0.02
O 1.691 -0.618 -1.459 -0.01 0.02 -0.02
N 0.358 -2.394 -0.840 -0.02 -0.02 0.01
N 0.699 -1.930 0.378 -0.04 -0.01 0.01
C 0.371 -2.512 1.470 0.00 0.03 -0.04
C 0.849 -1.861 2.690 0.00 0.00 0.02
C 0.541 -2.311 3.964 0.00 0.01 -0.01
C 1.021 -1.607 5.057 0.00 0.00 -0.01
C 1.789 -0.472 4.852 0.00 0.00 0.00
C 2.063 -0.083 3.552 0.01 0.01 0.01
N 1.615 -0.764 2.502 0.01 0.00 -0.03
H 2.098 0.055 -3.024 -0.01 0.01 -0.01
H 1.440 -0.873 -6.305 0.00 0.00 0.00
H 0.061 -2.847 -6.878 0.00 0.00 0.00
H -0.914 -4.250 -5.075 0.00 0.00 0.00
H -0.486 -3.650 -2.712 0.00 0.00 0.00
H -0.222 -3.419 1.483 0.00 0.00 0.01
H -0.069 -3.195 4.086 0.00 0.00 0.01
H 0.790 -1.938 6.060 0.00 0.00 0.00
H 2.171 0.108 5.678 0.00 0.00 0.00
H 2.652 0.797 3.329 0.00 0.00 0.00
N -5.711 6.180 1.100 0.00 0.00 0.01
C -4.842 5.431 1.028 -0.01 0.01 -0.01
C -3.756 4.494 0.937 0.01 -0.01 0.00
C -3.972 3.150 1.236 0.00 0.01 0.00
C -2.926 2.251 1.150 0.00 -0.01 0.00
C -1.652 2.676 0.766 0.03 0.05 -0.02
C -1.448 4.027 0.467 -0.02 -0.01 0.01
C -2.490 4.930 0.551 0.00 -0.01 0.00
C -0.568 1.746 0.678 -0.08 -0.02 0.05
C 0.349 0.954 0.605 0.03 0.02 -0.05
H -4.958 2.820 1.532 0.00 0.00 0.00
H -3.086 1.206 1.377 0.00 0.00 0.00
H -0.462 4.356 0.167 0.00 0.00 0.00
H -2.332 5.974 0.319 0.00 0.00 0.00
O 3.683 -1.512 0.489 0.04 -0.01 0.00
S 4.467 -0.221 0.545 -0.05 0.08 0.01
N 3.552 0.943 0.608 0.05 -0.06 0.00
```
Forces are in eV/Å.

lowest unoccupied orbital energy (alpha / beta)	-1.2 / -1.4	eV
2S+1	4
frontier orbital gap (alpha / beta)	7.25 / 7.04	eV

[2]
Density functional theory data (wB97M-V/def2-TZVPD) for C22H15BrCrF5N8O3STe as an isolated structure in a non-equilibrium geometry.

Structure (XYZ):
```
57
Properties=species:S:1:pos:R:3:forces:R:3
Cr -1.307 -1.002 -0.958 -0.38 -0.46 0.83
Br 8.286 4.429 4.858 -0.01 0.00 -0.01
C 7.093 4.089 3.440 0.03 0.01 -0.01
C 7.519 4.285 2.131 0.02 0.01 0.02
C 6.646 4.028 1.096 -0.06 -0.05 0.06
C 5.340 3.587 1.366 0.10 0.15 0.03
C 4.930 3.386 2.696 0.04 0.08 0.00
C 5.807 3.640 3.728 -0.01 -0.01 0.01
N 4.552 3.335 0.270 -0.39 -0.18 -0.07
N 3.293 3.143 0.533 0.38 0.09 0.20
C 2.590 2.366 -0.261 -0.05 -0.14 -0.40
C 3.183 1.523 -1.281 0.01 0.15 0.04
C 2.483 0.584 -1.946 -0.10 0.01 0.01
C 1.089 0.355 -1.619 0.04 0.06 0.01
O 0.412 -0.548 -2.115 0.09 0.11 -0.15
C 0.457 1.259 -0.640 0.00 -0.03 0.02
N -0.830 0.987 -0.384 -0.03 -0.05 -0.10
C -1.486 1.731 0.487 -0.01 -0.04 0.01
C -0.874 2.811 1.128 0.01 0.03 0.00
C 0.456 3.074 0.896 -0.04 -0.01 0.02
C 1.160 2.267 -0.008 0.02 -0.03 0.07
H 8.522 4.636 1.935 0.01 -0.01 0.00
H 6.946 4.162 0.066 -0.01 0.01 -0.01
H 3.930 3.034 2.904 0.00 -0.01 -0.02
H 5.505 3.491 4.755 0.01 -0.01 0.00
H 4.234 1.679 -1.481 0.01 -0.04 0.01
H 2.929 -0.047 -2.701 0.01 -0.01 0.01
H -2.504 1.436 0.700 0.00 -0.01 0.01
H -1.447 3.404 1.825 0.01 0.00 0.01
H 0.968 3.877 1.409 0.01 -0.01 0.01
F -1.840 -1.000 2.772 0.09 -0.14 0.15
Te -2.330 -2.626 1.740 -0.87 -0.10 -0.26
F -3.467 -3.310 0.290 0.10 -0.19 0.01
F -4.003 -2.032 2.357 0.03 0.18 -0.18
F -0.018 -1.394 0.292 0.01 -0.07 -0.08
F -2.926 -4.248 2.634 0.29 0.16 0.37
O -2.568 -1.080 0.185 0.61 0.21 -0.32
C -5.356 -0.445 -0.640 -0.02 0.02 -0.04
N -5.047 -1.528 -1.560 0.09 -0.06 0.09
C -5.726 -2.729 -1.592 0.00 -0.01 0.00
C -5.076 -3.537 -2.455 -0.02 0.00 0.00
N -4.013 -2.811 -2.934 0.03 0.02 0.04
C -3.982 -1.596 -2.372 -0.08 -0.01 -0.15
S -2.817 -0.376 -2.740 0.11 0.09 0.02
H -6.389 -0.135 -0.786 0.00 0.00 0.01
H -4.686 0.382 -0.858 -0.02 0.00 0.00
H -5.192 -0.788 0.380 0.00 0.01 0.00
H -6.585 -2.906 -0.971 0.00 0.00 0.00
H -5.255 -4.553 -2.754 0.00 0.00 0.01
H -3.269 -3.171 -3.515 -0.03 0.01 -0.03
O -1.276 -2.814 -1.622 -0.20 0.22 -0.08
N -1.021 -3.793 -0.791 0.05 0.02 -0.24
C -1.263 -4.966 -1.280 0.09 0.06 0.11
C -0.974 -6.121 -0.485 0.04 -0.02 0.06
N -0.721 -7.065 0.117 -0.03 -0.01 0.00
C -1.817 -5.135 -2.593 0.08 -0.01 -0.14
N -2.266 -5.224 -3.647 -0.05 -0.01 0.04
```
Forces are in eV/Å.

lowest unoccupied orbital energy (alpha / beta)	-2.2 / -3.3	eV
2S+1	4
frontier orbital gap (alpha / beta)	6.65 / 5.73	eV

[3]
Density functional theory data (wB97M-V/def2-TZVPD) for C22H15FN7O11PdS as an isolated structure.

Structure (XYZ):
```
58
Properties=species:S:1:pos:R:3:forces:R:3
Pd -0.067 0.395 -0.050 0.32 -0.03 0.55
O -0.235 4.347 -0.839 -0.02 0.38 -0.06
C 0.123 3.186 -0.835 -0.13 -0.14 0.53
O 0.392 2.474 0.194 -0.01 -0.13 -0.34
C 0.155 2.589 -2.211 -0.08 -0.20 -0.47
C 0.907 3.184 -3.224 0.07 0.00 0.23
C 0.816 2.687 -4.492 -0.07 -0.24 -0.10
C -0.036 1.605 -4.850 0.27 0.18 -0.37
C -0.792 1.030 -3.901 -0.02 0.15 0.34
C -0.775 1.504 -2.533 0.11 0.26 -0.10
O -1.545 1.056 -1.662 -0.16 -0.10 0.15
N -1.603 -0.140 -4.242 0.13 -0.18 -0.21
O -2.109 -0.171 -5.339 -0.04 0.06 0.12
O -1.651 -1.038 -3.418 -0.06 0.00 0.07
N 1.653 3.279 -5.558 -0.25 0.03 -0.15
O 1.528 2.803 -6.667 0.07 -0.03 0.04
O 2.370 4.199 -5.251 0.09 0.01 0.07
H 1.554 4.021 -3.003 0.00 0.00 -0.03
H -0.053 1.251 -5.873 0.02 0.04 0.02
C -1.541 -4.747 -0.295 0.04 -0.06 -0.04
N -2.254 -3.635 0.344 -0.04 0.00 0.04
C -3.330 -3.752 1.151 0.04 -0.15 -0.06
C -3.682 -2.495 1.546 -0.03 0.16 0.06
N -2.811 -1.614 0.976 -0.05 -0.18 0.05
C -1.901 -2.324 0.237 0.23 0.05 -0.20
S -0.549 -1.844 -0.638 -0.10 -0.22 0.05
C -2.985 -0.190 1.143 -0.13 0.37 0.10
C -4.278 0.291 1.225 -0.02 -0.19 -0.05
C -4.458 1.630 1.535 0.01 0.09 0.02
C -3.350 2.425 1.753 -0.01 -0.05 -0.01
C -2.092 1.864 1.594 -0.02 -0.01 0.05
N -1.912 0.573 1.284 -0.01 -0.02 -0.13
H -2.089 -5.662 -0.094 -0.03 0.03 0.03
H -0.536 -4.826 0.112 -0.01 0.03 0.03
H -1.488 -4.580 -1.368 -0.02 0.04 0.01
H -3.768 -4.703 1.403 0.01 0.00 0.00
H -4.467 -2.179 2.208 0.00 0.01 0.00
H -5.127 -0.351 1.033 0.00 0.01 0.00
H -5.457 2.039 1.602 0.00 -0.01 -0.01
H -3.441 3.470 2.007 0.01 0.00 0.00
H -1.191 2.458 1.680 -0.03 -0.02 0.00
F 3.851 -3.504 4.080 0.00 -0.03 0.02
C 3.919 -2.208 3.772 0.01 -0.07 -0.04
C 3.981 -1.804 2.506 -0.01 0.08 -0.07
N 4.061 -0.467 2.167 0.10 0.00 0.05
C 3.858 -0.059 0.797 -0.10 -0.05 -0.04
C 2.386 -0.041 0.438 0.09 0.00 -0.04
O 2.038 0.115 -0.766 -0.05 0.04 -0.01
O 1.528 -0.165 1.357 -0.10 0.05 -0.16
C 4.032 0.531 3.134 0.02 -0.11 -0.10
O 4.031 1.707 2.855 -0.02 0.06 0.04
N 4.014 0.062 4.430 0.01 0.02 0.10
C 3.918 -1.256 4.879 -0.07 0.10 0.01
O 3.832 -1.532 6.048 0.03 -0.01 0.03
H 3.983 -2.511 1.687 0.00 0.01 0.01
H 4.397 -0.713 0.113 0.01 -0.02 0.00
H 4.238 0.955 0.674 0.01 0.00 0.00
H 4.009 0.779 5.144 0.00 -0.04 -0.01
```
Forces are in eV/Å.

lowest unoccupied orbital energy (alpha / beta)	-3.8 / -7.3	eV
2S+1	5
charge	+1
frontier orbital gap (alpha / beta)	7.24 / 3.75	eV

[4]
Density functional theory data (wB97M-V/def2-TZVPD) for C22H15IN6O2OsSSe as an isolated structure in a non-equilibrium geometry.

Structure (XYZ):
```
49
Properties=species:S:1:pos:R:3:forces:R:3
Os 0.604 -1.230 -0.139 -0.08 1.11 -0.62
N 2.279 -0.351 -1.857 -0.51 -0.29 0.11
C 3.314 0.311 -1.114 0.43 0.30 0.12
C 4.318 1.024 -1.727 -0.27 -0.29 0.23
C 5.363 1.582 -0.975 0.10 0.05 0.28
C 5.397 1.428 0.384 -0.06 0.04 -0.15
C 4.354 0.755 1.057 -0.45 -0.19 -0.26
C 4.290 0.648 2.460 -0.28 -0.17 -0.06
C 3.226 0.005 3.044 0.10 0.06 -0.15
C 2.225 -0.524 2.224 -0.02 0.01 0.61
N 2.248 -0.434 0.906 -0.42 -0.15 0.12
C 3.292 0.191 0.296 0.62 0.47 -0.51
H 1.894 0.251 -2.582 -0.02 -0.02 0.07
H 2.663 -1.178 -2.312 -0.12 0.05 -0.03
H 4.326 1.140 -2.801 -0.06 -0.04 -0.08
H 6.142 2.128 -1.485 0.07 0.01 0.01
H 6.207 1.829 0.972 0.10 0.10 0.03
H 5.071 1.088 3.061 0.11 0.02 0.09
H 3.144 -0.085 4.116 -0.05 -0.04 0.00
H 1.369 -1.027 2.664 0.03 0.04 -0.04
S 1.944 -5.614 -0.461 -0.22 1.08 0.07
C 1.636 -4.077 -0.358 0.65 -2.78 -0.16
N 1.422 -2.909 -0.280 -0.34 1.34 -0.07
I -5.827 4.543 -2.146 0.50 -0.40 0.30
C -4.355 3.320 -1.232 -0.39 0.35 -0.26
C -4.712 2.528 -0.142 0.09 0.15 -0.24
C -3.758 1.716 0.440 0.29 -0.07 0.00
C -2.453 1.695 -0.058 0.32 -0.16 -0.11
C -2.108 2.504 -1.142 -0.04 -0.28 0.19
C -3.054 3.316 -1.732 -0.32 0.08 0.06
C -1.460 0.741 0.525 -2.39 0.45 1.53
O -1.676 0.151 1.580 0.31 0.39 -0.47
O -0.399 0.517 -0.180 2.31 -1.06 -1.13
H -5.722 2.544 0.238 -0.04 0.01 0.01
H -4.022 1.085 1.275 0.04 -0.03 0.12
H -1.096 2.479 -1.517 0.06 0.06 -0.07
H -2.795 3.935 -2.577 0.01 0.08 -0.05
Se -1.732 -2.617 3.155 0.09 -0.11 0.10
N -3.259 -2.568 2.377 -1.31 0.06 -0.13
C -3.099 -2.396 1.068 0.85 -0.05 0.32
C -4.070 -2.174 0.080 -0.05 0.06 -0.33
C -3.627 -1.935 -1.200 -0.26 -0.19 0.24
C -2.258 -1.881 -1.496 0.19 0.11 -0.32
N -1.317 -2.056 -0.581 0.50 0.29 -0.06
C -1.725 -2.334 0.672 -0.31 -0.65 1.75
N -0.838 -2.467 1.659 0.53 0.08 -0.96
H -5.114 -2.158 0.340 -0.21 -0.04 -0.01
H -4.334 -1.759 -1.994 -0.01 0.01 -0.12
H -1.919 -1.685 -2.506 -0.05 0.15 0.03
```
Forces are in eV/Å.

lowest unoccupied orbital energy (alpha / beta)	-7.4 / -8.9	eV
2S+1	5
charge	+2
frontier orbital gap (alpha / beta)	5.51 / 4.00	eV

[5]
Density functional theory data (wB97M-V/def2-TZVPD) for C22H16AuCl3IPSi as an isolated structure.

Structure (XYZ):
```
45
Properties=species:S:1:pos:R:3:forces:R:3
Au 0.176 0.860 -0.176 -0.13 -0.24 -0.04
I -0.908 -1.850 -1.332 0.00 -0.03 -0.03
C 0.549 -3.088 -2.187 -0.08 -0.05 -0.01
C -0.003 -4.245 -2.676 -0.08 0.09 0.07
C 0.767 -5.243 -3.285 0.12 -0.05 -0.04
C 2.107 -5.052 -3.391 -0.09 -0.03 0.00
C 2.714 -3.868 -2.910 -0.05 0.06 0.03
C 4.110 -3.760 -3.093 0.05 0.02 0.00
C 4.781 -2.652 -2.688 0.01 -0.05 -0.03
C 4.058 -1.624 -2.074 -0.11 0.00 0.04
C 2.697 -1.662 -1.848 0.14 0.02 0.08
P 2.212 -0.065 -1.020 0.11 0.09 -0.06
C 3.498 0.098 0.264 0.00 0.05 -0.01
C 4.613 0.924 0.154 -0.03 -0.05 0.01
C 5.519 1.014 1.202 0.01 0.00 -0.01
C 5.321 0.277 2.360 0.01 0.01 0.01
C 4.211 -0.549 2.475 -0.01 -0.01 0.00
C 3.298 -0.629 1.436 -0.02 0.00 0.01
C 2.610 1.179 -2.295 -0.02 -0.07 -0.04
C 2.611 2.522 -1.909 0.00 0.01 -0.01
C 2.787 3.520 -2.850 0.00 0.01 0.03
C 2.940 3.193 -4.192 0.00 -0.01 -0.01
C 2.921 1.865 -4.584 0.01 0.02 -0.01
C 2.759 0.859 -3.639 0.03 0.00 0.00
C 1.953 -2.823 -2.280 0.07 0.01 -0.05
H -1.070 -4.395 -2.587 0.00 0.01 0.01
H 0.291 -6.140 -3.656 0.01 0.00 0.00
H 2.744 -5.797 -3.851 0.00 0.00 0.00
H 4.626 -4.584 -3.570 0.00 0.00 0.00
H 5.849 -2.553 -2.827 0.00 0.00 0.00
H 4.617 -0.752 -1.765 0.01 0.01 0.01
H 4.777 1.502 -0.747 0.00 0.01 -0.01
H 6.380 1.663 1.112 0.00 0.00 0.00
H 6.026 0.351 3.177 0.00 0.00 -0.01
H 4.048 -1.120 3.379 0.00 0.00 0.00
H 2.420 -1.258 1.538 0.00 0.01 0.00
H 2.459 2.787 -0.868 -0.02 0.00 0.00
H 2.785 4.556 -2.538 0.01 0.00 0.00
H 3.061 3.976 -4.929 0.01 0.00 0.00
H 3.028 1.604 -5.628 0.00 0.01 0.00
H 2.744 -0.174 -3.962 -0.01 0.00 0.01
Cl -3.435 1.086 0.857 0.07 -0.09 0.00
Si -1.762 2.097 0.145 -0.05 0.31 0.03
Cl -2.390 2.826 -1.706 -0.01 0.00 0.02
Cl -1.657 3.790 1.342 0.02 -0.03 0.02
```
Forces are in eV/Å.

lowest unoccupied orbital energy	-0.5	eV
frontier orbital gap	7.93	eV

- Number 3 is which compound?
  C22H15FN7O11PdS